[1]
{"formula": "C4H11N2", "method": "wB97M-V/def2-TZVPD", "elements": ["H", "H", "N", "H", "H", "C", "C", "H", "H", "C", "C", "H", "H", "N", "H", "H", "H"], "positions_angstrom": [[1.72, -1.63, 0.67], [-1.81, -0.55, 0.68], [-0.24, 0.75, 0.28], [0.31, -3.05, -0.54], [-0.10, -0.05, 2.38], [-0.24, 1.74, -0.77], [-0.48, 0.72, 1.67], [0.91, -2.29, -2.09], [-0.98, 2.48, -0.74], [1.58, -1.60, -0.39], [-1.53, 0.39, 0.74], [-2.17, 1.14, 0.45], [-0.52, 1.69, 2.08], [0.86, -2.39, -1.09], [0.74, 2.29, -0.69], [2.23, -0.99, -0.92], [-0.28, 1.36, -1.73]], "total_charge": 1, "e_lumo_ha": -0.190, "homo_lumo_gap_ha": 0.26970, "e_tot_ev": -7296.3895, "de_lowest_kcal_mol": 105.12, "homo_ev": -12.51}

[2]
{"formula": "C4H11N2", "method": "wB97M-V/def2-TZVPD", "elements": ["H", "H", "H", "H", "C", "H", "C", "N", "N", "C", "H", "H", "H", "H", "H", "C", "H"], "positions_angstrom": [[-0.19, -0.45, 2.23], [2.02, -0.86, 0.32], [-0.59, 0.80, 0.52], [0.82, 0.56, -2.02], [0.98, 0.46, -0.98], [0.32, -2.47, 0.90], [-0.14, -1.52, 0.46], [-0.76, -0.77, 1.45], [-0.20, 1.25, -0.35], [1.09, -0.86, -0.35], [-1.05, 3.29, -0.62], [1.31, -1.57, -1.14], [-0.73, -1.75, -0.47], [-2.13, 1.92, -0.40], [1.93, 0.94, -0.86], [-1.05, 2.21, -0.56], [-1.62, -1.18, 1.85]], "total_charge": 2, "multiplicity": 2, "e_lumo_ha": [-0.374, -0.503], "homo_lumo_gap_ha": [0.37261, 0.24105], "s_squared": 0.757, "e_tot_ev": -7283.0346, "de_lowest_kcal_mol": 111.98, "homo_ev": [-20.32, -20.25]}

[3]
{"formula": "C4H11N2O", "method": "wB97M-V/def2-TZVPD", "elements": ["C", "H", "H", "H", "H", "H", "C", "H", "N", "O", "N", "H", "C", "H", "H", "C", "H", "H"], "positions_angstrom": [[-0.22, -1.55, 0.93], [-1.26, -1.84, 0.70], [1.36, -0.97, -0.44], [0.83, 0.82, -1.87], [0.37, -2.33, -0.97], [0.27, -2.38, 1.45], [0.33, -1.35, -0.50], [-0.33, 0.60, 1.56], [-0.53, -0.58, -1.39], [-0.58, 2.13, 0.78], [-0.13, -0.41, 1.78], [-0.48, -0.63, 2.69], [0.34, 1.87, -0.16], [1.25, 1.40, 0.29], [-0.77, 1.47, -2.01], [-0.10, 0.93, -1.33], [0.72, 2.77, -0.70], [-1.06, 0.07, -0.79]], "total_charge": -1, "e_lumo_ha": 0.157, "homo_lumo_gap_ha": 0.26717, "e_tot_ev": -9351.2273, "de_lowest_kcal_mol": 75.24, "homo_ev": -3.00}

[4]
{"formula": "C4H11N2O", "method": "wB97M-V/def2-TZVPD", "elements": ["H", "H", "C", "H", "C", "H", "H", "C", "H", "N", "C", "H", "O", "N", "H", "H", "H", "H"], "positions_angstrom": [[-1.00, -1.06, -1.06], [0.54, 0.53, -1.13], [1.94, -0.99, -0.44], [-2.43, 1.16, -1.07], [0.65, -0.07, -0.21], [-0.63, -1.74, 0.48], [-1.51, 0.31, 1.59], [-0.63, -0.78, -0.06], [-1.24, 1.96, -0.10], [-2.08, 1.39, -0.14], [-1.76, 0.11, 0.52], [1.97, 1.25, 0.27], [3.09, -0.33, -0.25], [1.05, 1.11, 0.68], [1.79, -1.43, -1.49], [1.03, 0.82, 1.65], [1.86, -1.72, 0.42], [-2.65, -0.51, 0.33]], "total_charge": -1, "e_lumo_ha": 0.147, "homo_lumo_gap_ha": 0.23838, "e_tot_ev": -9353.0068, "de_lowest_kcal_mol": 34.21, "smiles": "NCC[C@@H](N)C[O-]", "homo_ev": -2.50}

[5]
{"formula": "C4H11N2O", "method": "wB97M-V/def2-TZVPD", "elements": ["H", "C", "N", "H", "N", "H", "H", "C", "H", "H", "C", "C", "H", "O", "H", "H", "H", "H"], "positions_angstrom": [[2.73, -1.60, -2.44], [0.41, -1.24, -0.23], [1.79, -0.96, -0.67], [-2.59, 1.87, -0.35], [-0.74, 0.97, -0.04], [1.77, -0.11, -1.21], [-2.58, 0.47, 0.74], [-0.11, -0.12, 0.69], [3.30, -2.46, -0.97], [-0.79, -0.53, 1.44], [2.44, -2.00, -1.48], [-2.06, 1.45, 0.54], [0.46, -2.20, 0.29], [-1.97, 2.29, 1.57], [-0.13, 1.78, 0.00], [1.82, -2.88, -1.63], [-0.30, -1.29, -1.07], [0.76, 0.27, 1.23]], "total_charge": -2, "multiplicity": 2, "e_lumo_ha": [0.253, 0.252], "homo_lumo_gap_ha": [0.11244, 0.26333], "s_squared": 0.751, "e_tot_ev": -9349.2581, "de_lowest_kcal_mol": 5.91, "homo_ev": [3.83, -0.32]}

[6]
{"formula": "C4H11N2O", "method": "wB97M-V/def2-TZVPD", "elements": ["H", "H", "H", "C", "H", "H", "H", "H", "H", "C", "N", "H", "H", "O", "C", "N", "C", "H"], "positions_angstrom": [[0.93, 0.78, -1.63], [-1.41, -0.54, -1.69], [1.30, -1.39, -0.70], [-3.15, -0.31, 0.28], [-3.85, 0.48, 0.71], [1.82, 0.13, 1.85], [-1.13, -0.64, 0.80], [-3.49, -0.28, -0.78], [-3.45, -1.31, 0.64], [0.36, 0.45, -0.76], [-1.73, 0.02, 0.33], [0.35, 1.22, 0.01], [-1.80, 1.16, -1.25], [3.00, 0.64, 0.34], [-1.17, 0.28, -1.03], [0.95, -0.69, -0.06], [2.16, -0.23, 0.87], [2.63, -1.25, 1.17]], "total_charge": -2, "multiplicity": 2, "e_lumo_ha": [0.255, 0.253], "homo_lumo_gap_ha": [0.10858, 0.26033], "s_squared": 0.751, "e_tot_ev": -9348.6374, "de_lowest_kcal_mol": 20.22, "homo_ev": [3.99, -0.19]}

[7]
{"formula": "C4H11N2O", "method": "wB97M-V/def2-TZVPD", "elements": ["H", "H", "H", "C", "H", "H", "N", "C", "H", "C", "O", "H", "H", "C", "H", "H", "H", "N"], "positions_angstrom": [[0.74, -2.03, -1.28], [-1.68, -1.00, -0.63], [0.48, -3.13, 0.99], [0.41, -1.42, -0.44], [-1.81, 1.13, 0.16], [-0.88, -2.89, 0.33], [-0.26, 0.50, 1.48], [0.17, 1.82, -0.67], [0.49, 1.15, 1.62], [-0.73, -0.49, -0.82], [1.37, 1.80, -0.68], [-0.92, 0.71, 2.22], [-0.37, -1.87, 1.57], [-0.76, 0.80, 0.10], [-0.60, -0.24, -1.90], [-0.35, 2.45, -1.45], [1.28, -0.94, 0.03], [-0.08, -2.34, 0.66]], "total_charge": 1, "e_lumo_ha": -0.129, "homo_lumo_gap_ha": 0.36233, "e_tot_ev": -9346.8127, "de_lowest_kcal_mol": 47.14, "smiles": "N[C@@H](C=O)CC[NH3+]", "homo_ev": -13.37}

[8]
{"formula": "C4H11N2O", "method": "wB97M-V/def2-TZVPD", "elements": ["C", "H", "H", "H", "C", "H", "C", "H", "H", "N", "O", "H", "N", "H", "H", "H", "H", "C"], "positions_angstrom": [[-1.29, 0.95, 1.52], [-0.20, -1.29, 0.91], [-0.31, 1.21, -1.70], [-0.38, 1.55, 1.73], [0.49, -1.28, -0.98], [-0.34, -1.98, -1.22], [-0.49, 1.56, -0.74], [2.32, -1.53, 0.01], [0.72, -0.59, -1.84], [1.65, -2.13, -0.60], [1.13, 0.10, 0.74], [-2.19, 1.65, 1.75], [-1.16, 0.47, 0.13], [-1.28, 0.11, 2.26], [2.24, -2.61, -1.28], [-1.36, 2.31, -0.85], [0.34, 1.99, -0.08], [0.11, -0.47, 0.24]], "total_charge": 1, "e_lumo_ha": -0.349, "homo_lumo_gap_ha": 0.18606, "e_tot_ev": -9339.8444, "de_lowest_kcal_mol": 207.83, "homo_ev": -14.55}

> What is the formula in the seventh record?

C4H11N2O